# 1
Density functional theory data (ωB97M-V with the def2-TZVPD basis set) for a cluster of 2 separate species, C5H8N2 in total.

Element x y z (Å)
C (1.975, -0.360, -0.114)
C (0.910, -0.482, 0.802)
C (-0.278, -1.151, 0.365)
C (-1.078, -0.131, -0.094)
N (-2.235, -0.205, -0.853)
C (-0.347, 1.099, 0.126)
N (0.520, 0.799, 1.230)
H (2.815, 0.299, 0.115)
H (2.239, -1.208, -0.745)
H (0.934, 0.651, -0.764)
H (-0.346, -2.201, 0.103)
H (-2.922, 0.509, -0.651)
H (-2.654, -1.124, -0.882)
H (-0.841, 2.071, 0.092)
H (1.309, 1.434, 1.272)

Computed properties:
**LUMO energy**: 1.005 eV
**Orbital gap**: 9.314 eV
**E_HOMO**: -8.308 eV
**Charge**: 0
**Max |F|**: 0.0065 Eh/bohr
**ΔE to the lowest compared entry with this formula, charge and spin**: 92.0 kcal per mole

***

# 2
Density functional theory data (ωB97M-V with the def2-TZVPD basis set) for a cluster of 11 separate species, C71H149Cl8N7O7 in total in a non-equilibrium geometry.

Element x y z (Å)
C (-23.134, 19.040, -9.406)
C (-24.570, 19.370, -9.582)
C (-25.303, 18.052, -9.922)
C (-26.772, 17.929, -9.633)
C (-27.006, 18.432, -8.233)
C (-26.477, 19.860, -7.912)
N (-25.082, 19.832, -8.258)
O (-24.498, 21.073, -8.058)
C (-27.359, 20.941, -8.532)
C (-26.693, 20.035, -6.411)
C (-24.837, 20.371, -10.725)
H (-23.023, 18.422, -8.467)
H (-22.614, 19.968, -9.294)
H (-22.735, 18.524, -10.318)
H (-25.090, 17.811, -10.997)
H (-24.722, 17.278, -9.347)
H (-27.125, 16.868, -9.653)
H (-27.285, 18.469, -10.410)
H (-26.455, 17.794, -7.583)
H (-28.038, 18.522, -7.859)
H (-27.399, 20.893, -9.669)
H (-28.430, 20.907, -8.142)
H (-27.036, 21.944, -8.264)
H (-26.240, 19.270, -5.736)
H (-26.400, 21.044, -6.091)
H (-27.744, 19.938, -6.262)
H (-25.998, 20.443, -10.822)
H (-24.454, 19.915, -11.640)
H (-24.554, 21.447, -10.659)
H (-24.067, 20.977, -7.203)
C (-21.024, 11.288, -9.547)
C (-19.610, 10.732, -9.285)
C (-19.516, 9.518, -10.158)
C (-18.092, 8.978, -10.203)
C (-17.137, 9.980, -10.746)
C (-17.221, 11.314, -9.951)
N (-18.633, 11.685, -9.907)
O (-18.685, 12.924, -9.068)
C (-16.482, 11.147, -8.604)
C (-16.516, 12.443, -10.607)
C (-19.342, 10.489, -7.815)
H (-20.972, 11.574, -10.606)
H (-21.235, 12.139, -8.869)
H (-21.733, 10.500, -9.319)
H (-20.104, 8.698, -9.714)
H (-19.892, 9.882, -11.108)
H (-18.222, 8.129, -10.833)
H (-17.846, 8.638, -9.209)
H (-17.240, 10.177, -11.781)
H (-16.151, 9.547, -10.573)
H (-16.613, 10.182, -8.027)
H (-15.372, 11.306, -8.809)
H (-16.795, 11.984, -7.861)
H (-15.512, 12.014, -10.808)
H (-16.998, 12.707, -11.614)
H (-16.328, 13.381, -10.074)
H (-20.188, 10.110, -7.319)
H (-19.086, 11.410, -7.279)
H (-18.605, 9.747, -7.630)
H (-19.097, 13.568, -9.636)
C (-25.287, 10.401, -17.335)
C (-25.502, 11.837, -17.869)
C (-26.461, 12.510, -16.908)
C (-26.427, 14.012, -16.859)
C (-24.919, 14.420, -16.744)
C (-24.020, 13.928, -17.942)
N (-24.156, 12.483, -17.909)
O (-23.428, 11.935, -18.969)
C (-24.396, 14.562, -19.281)
C (-22.597, 14.269, -17.563)
C (-26.034, 11.786, -19.331)
H (-24.611, 9.834, -18.041)
H (-26.235, 9.907, -17.276)
H (-24.804, 10.458, -16.341)
H (-27.506, 12.259, -17.206)
H (-26.411, 12.056, -15.853)
H (-27.027, 14.433, -16.022)
H (-26.887, 14.547, -17.640)
H (-24.587, 13.989, -15.797)
H (-24.761, 15.507, -16.671)
H (-23.914, 14.002, -20.092)
H (-25.435, 14.539, -19.393)
H (-24.118, 15.601, -19.349)
H (-22.508, 15.364, -17.541)
H (-22.376, 13.856, -16.572)
H (-21.852, 13.850, -18.260)
H (-26.527, 12.727, -19.564)
H (-26.713, 10.981, -19.491)
H (-25.193, 11.639, -20.041)
H (-22.583, 11.580, -18.568)
C (-29.715, 16.565, -15.838)
C (-29.848, 17.886, -15.043)
C (-30.083, 17.573, -13.547)
C (-28.796, 17.028, -12.883)
C (-27.716, 18.059, -13.020)
C (-27.350, 18.448, -14.479)
N (-28.657, 18.655, -15.180)
O (-28.360, 18.838, -16.624)
C (-26.600, 19.775, -14.420)
C (-26.470, 17.322, -15.023)
C (-31.028, 18.774, -15.476)
H (-29.077, 15.942, -15.202)
H (-29.085, 16.728, -16.786)
H (-30.665, 16.076, -16.169)
H (-30.443, 18.469, -13.031)
H (-30.901, 16.824, -13.423)
H (-28.524, 15.995, -13.207)
H (-29.076, 16.914, -11.803)
H (-26.806, 17.583, -12.547)
H (-27.877, 18.937, -12.416)
H (-25.985, 20.011, -15.368)
H (-27.341, 20.550, -14.336)
H (-25.921, 19.697, -13.540)
H (-26.964, 16.308, -14.890)
H (-26.449, 17.391, -16.132)
H (-25.448, 17.375, -14.670)
H (-30.812, 19.842, -15.229)
H (-31.982, 18.403, -15.067)
H (-31.078, 18.820, -16.525)
H (-27.976, 19.711, -16.694)
C (-25.304, 14.252, -9.982)
C (-25.709, 12.806, -9.930)
C (-27.282, 12.591, -10.074)
C (-27.946, 12.701, -11.489)
C (-27.098, 11.840, -12.489)
C (-25.582, 12.158, -12.427)
N (-25.182, 11.913, -11.010)
O (-23.742, 11.976, -10.957)
C (-24.923, 11.011, -13.249)
C (-25.065, 13.458, -12.969)
C (-25.237, 12.202, -8.664)
H (-25.726, 14.862, -10.691)
H (-24.182, 14.362, -10.050)
H (-25.622, 14.758, -9.061)
H (-27.612, 11.636, -9.710)
H (-27.764, 13.298, -9.425)
H (-27.869, 13.723, -11.918)
H (-28.947, 12.325, -11.431)
H (-27.351, 12.036, -13.568)
H (-27.196, 10.804, -12.113)
H (-23.820, 11.201, -13.216)
H (-25.229, 9.977, -12.867)
H (-25.245, 11.036, -14.270)
H (-24.254, 13.899, -12.357)
H (-24.677, 13.461, -14.019)
H (-25.808, 14.251, -12.930)
H (-25.219, 11.084, -8.688)
H (-25.765, 12.470, -7.721)
H (-24.233, 12.502, -8.438)
H (-23.578, 11.285, -10.311)
C (-31.898, 13.011, -11.994)
C (-32.207, 11.543, -11.811)
C (-32.380, 10.949, -13.164)
C (-32.398, 9.422, -13.149)
C (-31.142, 8.933, -12.433)
C (-30.892, 9.561, -11.013)
N (-31.030, 10.990, -11.119)
O (-30.839, 11.583, -9.832)
C (-31.927, 8.847, -9.952)
C (-29.496, 9.115, -10.553)
C (-33.466, 11.478, -10.967)
H (-30.892, 13.179, -12.398)
H (-31.897, 13.520, -11.057)
H (-32.666, 13.438, -12.658)
H (-33.283, 11.396, -13.575)
H (-31.488, 11.364, -13.710)
H (-32.518, 9.014, -14.130)
H (-33.256, 9.133, -12.487)
H (-30.202, 9.112, -12.985)
H (-31.091, 7.859, -12.301)
H (-31.748, 7.773, -9.852)
H (-31.837, 9.232, -8.964)
H (-32.887, 8.980, -10.396)
H (-28.772, 9.613, -11.202)
H (-29.131, 9.230, -9.547)
H (-29.386, 8.053, -10.642)
H (-33.260, 11.442, -9.909)
H (-34.068, 10.512, -11.138)
H (-34.099, 12.354, -11.025)
H (-31.478, 11.135, -9.319)
C (-25.109, 8.622, -10.798)
C (-24.920, 7.681, -9.564)
C (-23.395, 7.423, -9.421)
C (-23.082, 6.722, -8.158)
C (-23.706, 7.379, -6.964)
C (-25.283, 7.788, -7.078)
N (-25.445, 8.314, -8.383)
O (-26.872, 8.379, -8.600)
C (-26.187, 6.588, -6.580)
C (-25.388, 8.982, -6.131)
C (-25.579, 6.283, -9.912)
H (-26.182, 8.766, -10.954)
H (-24.652, 8.149, -11.668)
H (-24.676, 9.578, -10.513)
H (-23.017, 6.813, -10.211)
H (-22.838, 8.432, -9.445)
H (-21.975, 6.602, -8.020)
H (-23.340, 5.614, -8.121)
H (-23.237, 8.417, -6.794)
H (-23.512, 6.859, -6.072)
H (-25.915, 6.352, -5.571)
H (-27.202, 6.784, -6.682)
H (-26.001, 5.674, -7.160)
H (-26.362, 9.339, -5.776)
H (-24.864, 8.828, -5.168)
H (-24.781, 9.847, -6.508)
H (-25.665, 5.604, -9.077)
H (-25.117, 5.786, -10.748)
H (-26.678, 6.398, -10.138)
H (-27.084, 9.219, -8.272)
Cl (-22.242, 8.034, -12.993)
C (-21.715, 6.529, -13.846)
C (-22.117, 5.247, -13.086)
Cl (-20.927, 5.096, -11.714)
H (-20.603, 6.584, -14.025)
H (-22.279, 6.530, -14.820)
H (-22.004, 4.400, -13.741)
H (-23.131, 5.209, -12.737)
Cl (-20.603, 10.719, -16.841)
C (-21.616, 11.013, -15.349)
C (-21.097, 12.219, -14.625)
Cl (-19.839, 11.705, -13.424)
H (-21.602, 10.142, -14.741)
H (-22.614, 11.139, -15.808)
H (-21.929, 12.684, -14.098)
H (-20.651, 12.959, -15.238)
Cl (-20.549, 17.182, -11.843)
C (-21.806, 15.987, -12.098)
C (-22.802, 16.526, -13.062)
Cl (-22.084, 16.403, -14.746)
H (-22.268, 15.751, -11.157)
H (-21.378, 15.126, -12.541)
H (-23.059, 17.602, -12.865)
H (-23.649, 15.896, -13.048)
Cl (-27.835, 9.031, -14.980)
C (-27.306, 7.621, -14.017)
C (-26.156, 7.085, -14.818)
Cl (-25.658, 5.382, -14.265)
H (-28.144, 6.951, -13.945)
H (-26.986, 7.919, -13.046)
H (-25.311, 7.706, -14.664)
H (-26.442, 7.025, -15.870)

Computed properties:
**LUMO energy**: 0.392 eV
**Structure (SMILES)**: CC1(C)CCCC(C)(C)N1O.CC1(C)CCCC(C)(C)N1O.CC1(C)CCCC(C)(C)N1O.CC1(C)CCCC(C)(C)N1O.CC1(C)CCCC(C)(C)N1O.CC1(C)CCCC(C)(C)N1O.CC1(C)CCCC(C)(C)N1O.ClCCCl.ClCCCl.ClCCCl.ClCCCl
**Orbital gap**: 8.755 eV
**E_HOMO**: -8.363 eV
**Charge**: 0
**Max |F|**: 0.0680 Eh/bohr

***

# 3
Density functional theory data (ωB97M-V with the def2-TZVPD basis set) for a cluster of 3 separate species, C3H9NO2 in total in a non-equilibrium geometry.

Element x y z (Å)
C (-1.050, -0.373, -0.801)
C (-0.183, -0.758, -1.859)
C (-1.399, -1.310, 1.358)
N (-0.808, -0.595, 0.473)
H (-1.840, 0.238, -1.113)
H (0.686, -1.121, -1.464)
H (-0.009, -0.542, -2.984)
H (-0.919, -1.340, 2.358)
H (-2.303, -1.982, 1.172)
H (2.184, 2.528, -0.662)
H (0.915, 1.583, -0.836)
O (1.303, 2.500, -0.903)
H (1.879, 0.558, 1.525)
H (0.358, 0.476, 1.732)
O (1.185, 0.138, 2.003)

Computed properties:
**LUMO energy (alpha / beta)**: 3.741 / 3.666 eV
**Orbital gap (alpha / beta)**: 3.751 / 6.684 eV
**E_HOMO (alpha / beta)**: -0.010 / -3.018 eV
**Charge**: -1
**Max |F|**: 0.0720 Eh/bohr
**2S+1**: 2
**<S²>**: 0.76
**ΔE to the lowest compared entry with this formula, charge and spin**: 59.8 kcal per mole